DFT (ωB97M-V/def2-TZVPD) results for a 2-piece molecular cluster, C27H41NO3 overall at a distorted geometry.

Each line ends with the Mulliken charge.
Element x y z (Å)
1 C 3.33295 -0.01001 1.17222  -1.239
2 C 2.13863 0.90492 1.15284  0.329
3 O 1.24866 0.49418 2.20428  -0.167
4 C 0.06759 1.15285 2.18593  0.957
5 C -0.75103 0.77893 3.33233  0.155
6 C -2.04214 1.35726 3.58275  0.669
7 O -2.83116 0.80514 4.37616  -0.778
8 C -2.47689 2.64947 2.92096  -1.323
9 C -3.11460 2.35533 1.57081  -0.248
10 C -4.44373 1.57960 1.66413  -0.960
11 C -4.37557 0.17109 1.06432  -0.753
12 C -4.30797 -0.96608 2.09259  -0.532
13 C -3.36330 -2.11037 1.68127  -1.364
14 C -1.89770 -1.86382 2.06277  0.610
15 C -1.57700 -2.16869 3.52644  -0.915
16 C -0.18048 -1.67788 3.92576  -0.603
17 C -0.16569 -0.18851 4.31349  -1.603
18 O -0.21079 1.93770 1.27627  -0.771
19 H 4.02053 0.25610 0.36193  0.338
20 H 3.88389 0.07132 2.11671  0.410
21 H 3.04008 -1.05801 1.04259  0.159
22 H 2.41546 1.94702 1.34932  0.332
23 H 1.59556 0.85016 0.20344  -0.215
24 H -3.19731 3.15154 3.58240  0.457
25 H -1.58259 3.26479 2.77768  0.374
26 H -3.28627 3.30823 1.05257  0.441
27 H -2.36825 1.81570 0.97338  0.023
28 H -4.77361 1.54027 2.71202  0.494
29 H -5.19443 2.15848 1.10778  0.409
30 H -5.28397 0.02266 0.46363  0.444
31 H -3.52904 0.10706 0.36522  0.286
32 H -4.01449 -0.58352 3.08393  0.263
33 H -5.32387 -1.37196 2.20462  0.533
34 H -3.71703 -3.03792 2.15275  0.385
35 H -3.40064 -2.24609 0.59219  0.393
36 H -1.22874 -2.46774 1.42401  0.378
37 H -1.62485 -0.81406 1.85198  -0.500
38 H -2.32837 -1.69530 4.17653  0.229
39 H -1.65194 -3.25598 3.68386  0.527
40 H 0.13209 -2.22876 4.82138  0.358
41 H 0.55663 -1.87883 3.13240  0.230
42 H 0.86660 0.13181 4.52821  0.414
43 H -0.76126 -0.07634 5.23624  0.430
44 C 4.02583 -2.86110 -3.37339  -0.722
45 C 2.63769 -3.21410 -2.83412  -0.775
46 C 2.01746 -2.11057 -1.98304  -0.409
47 N 2.09602 -0.79870 -2.64095  0.346
48 C 1.12042 0.09681 -2.45071  -0.428
49 C 0.93287 1.25036 -3.29736  0.178
50 C 1.44087 1.28597 -4.63225  -0.317
51 C 1.35178 2.43773 -5.40468  -0.648
52 C 0.70706 3.57517 -4.90809  -0.363
53 C 0.12689 3.53647 -3.63011  -0.737
54 C 0.23304 2.39499 -2.84083  -0.426
55 C 3.45469 -0.40673 -3.07084  -0.720
56 C 4.07442 -1.45701 -3.98439  -0.567
57 H 4.77079 -2.92632 -2.56840  0.311
58 H 4.32128 -3.59394 -4.13383  0.364
59 H 1.96945 -3.41913 -3.67794  0.337
60 H 2.68038 -4.14023 -2.25322  0.359
61 H 0.96217 -2.32832 -1.78400  0.498
62 H 2.52265 -2.06076 -1.00494  0.055
63 H 0.38468 -0.10389 -1.65833  0.746
64 H 1.91108 0.39351 -5.04341  0.576
65 H 1.77784 2.44653 -6.40913  0.393
66 H 0.63220 4.47790 -5.51117  0.391
67 H -0.41650 4.40345 -3.26234  0.435
68 H -0.19743 2.36407 -1.83315  0.577
69 H 3.43855 0.56234 -3.57151  0.675
70 H 4.09187 -0.29181 -2.17639  0.165
71 H 5.10541 -1.16248 -4.22313  0.403
72 H 3.53263 -1.46194 -4.94046  0.247

Cartesian forces, eV/Å:
C 0.355 -0.170 0.060
C -0.499 -0.154 0.768
O 1.709 -0.279 -1.156
C -2.662 0.170 2.552
C 0.865 1.151 -1.576
C 0.396 -0.647 0.352
O -0.076 0.331 0.159
C 0.364 -0.052 -0.028
C -0.079 0.216 -0.184
C 0.042 0.389 -0.259
C -0.346 -0.059 -0.004
C 0.002 -0.334 0.189
C 0.078 0.082 0.082
C 0.055 0.189 -0.238
C 0.026 -0.015 -0.126
C -0.112 0.085 0.474
C -0.242 -0.053 0.329
O 0.513 0.144 -0.834
H 0.014 0.010 0.043
H -0.148 -0.043 -0.178
H -0.030 0.125 0.088
H 0.037 -0.096 -0.336
H 0.123 0.167 -0.046
H 0.229 -0.146 -0.081
H -0.265 0.114 -0.018
H 0.035 -0.063 0.032
H -0.330 0.091 0.080
H 0.045 -0.074 -0.268
H 0.017 -0.128 0.184
H 0.226 -0.107 -0.067
H -0.078 0.034 0.143
H -0.016 -0.086 -0.386
H 0.184 0.044 0.081
H 0.163 0.002 -0.162
H -0.261 -0.097 0.072
H -0.152 -0.042 0.125
H -0.240 -0.371 0.075
H 0.219 -0.034 -0.141
H -0.022 0.143 -0.042
H 0.154 -0.108 -0.145
H -0.198 -0.008 0.097
H -0.206 -0.267 0.099
H 0.264 -0.118 -0.231
C 0.312 0.053 0.149
C -0.112 0.042 -0.553
C -0.056 -0.364 0.903
N -1.118 1.655 1.025
C 0.811 -1.149 -0.773
C 0.265 1.123 -0.855
C 0.012 0.087 0.504
C -0.044 -0.231 0.018
C -0.195 -0.345 0.652
C 0.146 -0.085 -0.393
C 0.076 -0.543 0.456
C 0.693 -0.011 -0.538
C -0.209 -0.134 -0.342
H -0.150 0.019 -0.063
H -0.046 0.108 0.204
H 0.027 0.051 0.019
H -0.051 0.215 0.041
H 0.234 0.081 -0.061
H -0.002 0.174 -0.277
H 0.170 -0.168 -0.394
H -0.159 0.224 0.001
H -0.169 -0.039 0.291
H 0.027 -0.216 0.116
H 0.142 -0.209 0.020
H 0.119 0.155 -0.276
H -0.147 -0.198 0.269
H -0.504 -0.174 0.012
H -0.240 -0.070 0.161
H 0.014 0.017 0.111

Total charge ... 0
Maximum force ... 0.0718 Eh/bohr
E_LUMO ... -2.74 eV
Spin multiplicity ... 1
E_tot ... -1333.79422 hartree